1.
81
Properties=species:S:1:pos:R:3:forces:R:3:mulliken_charge:R:1 method="wB97M-V/def2-TZVPD" total_charge=+1 total_energy_ha=-2881.3847 orbital_gap_ev="8.261 / 9.856" mol_weight_g_mol=505.81 e_homo_ha="-0.441 / -0.450" multiplicity=4 lumo_energy_ev="-3.7 / -2.4"
Cr 8.97318 8.42963 10.34606 0.4 0.7 1.9 -0.197
N 10.93608 9.29342 10.99840 0.5 -1.0 0.0 -0.290
C 11.06823 10.75873 10.83329 0.1 0.0 0.6 -0.643
C 10.39396 11.23409 9.56416 0.3 0.3 -0.2 -0.558
N 9.26889 10.35617 9.18459 0.1 -0.5 -2.2 0.247
C 8.04058 11.11057 8.80114 0.1 0.2 -0.1 -0.748
C 6.90619 10.70842 9.72135 -1.5 0.2 -0.2 -0.297
N 6.96618 9.30857 10.21812 0.1 -0.9 -0.5 0.122
H 10.91002 9.03725 11.99740 0.1 0.1 -0.6 -0.032
H 11.75028 8.80746 10.58677 -0.6 0.3 0.3 0.225
H 12.11176 11.08933 10.76081 -0.1 -0.2 0.4 0.390
H 10.61012 11.24276 11.71785 0.2 -0.3 -0.4 0.328
H 11.13108 11.32531 8.74064 -0.5 -0.1 0.3 0.381
H 10.02550 12.24243 9.78511 0.0 -0.2 -0.3 0.262
H 9.53958 9.86529 8.30307 0.0 0.5 0.9 -0.221
H 7.75463 10.97800 7.72897 0.5 -0.2 0.8 0.329
H 8.22592 12.19338 8.93949 -0.2 -0.6 -0.2 0.357
H 5.97769 10.86659 9.12379 0.4 -0.1 0.7 0.358
H 6.85441 11.37907 10.58769 0.1 -0.3 -0.1 0.164
H 6.43157 8.66652 9.61586 0.0 0.5 0.4 0.276
H 6.61112 9.22460 11.18334 0.0 0.2 -0.2 -0.178
C 9.58386 4.94590 6.81393 0.5 -0.4 -0.7 -1.034
Si 9.46193 6.73913 7.30745 0.5 -0.3 0.5 0.238
C 7.90921 7.44488 6.55655 -0.8 -0.7 -0.6 -0.900
C 10.99339 7.67596 6.71311 0.7 -0.4 0.2 -0.931
C 9.52156 6.72244 9.20510 -0.1 0.2 0.2 -0.448
H 9.59810 4.87394 5.70480 0.0 0.0 0.5 0.304
H 8.73276 4.34645 7.16608 0.2 0.2 0.0 0.304
H 10.52945 4.47340 7.16050 -0.6 0.3 -0.1 0.308
H 7.88199 7.17609 5.46546 0.1 0.4 0.9 0.355
H 7.81534 8.52765 6.63889 -0.1 0.1 0.0 0.271
H 6.99600 6.94904 6.97022 0.6 0.5 -0.1 0.296
H 11.11015 7.71123 5.61661 -0.1 0.0 0.4 0.371
H 11.89734 7.14811 7.13241 -0.8 0.5 -0.4 0.282
H 11.05798 8.70903 7.08462 -0.1 -0.1 -0.1 0.260
H 10.56628 6.38154 9.45138 -0.8 0.4 0.1 0.354
H 8.82108 5.94167 9.60645 0.5 0.6 -0.2 0.295
C 9.62152 6.39715 15.75662 -0.4 -1.1 -0.2 -1.317
C 9.96231 7.81668 15.37172 0.2 0.5 0.8 1.505
C 10.33523 8.59941 16.64785 -0.5 0.4 0.1 -1.664
C 11.11089 7.89640 14.38614 0.5 -0.3 -0.7 -1.393
O 8.81728 8.47604 14.80728 -0.2 0.0 -0.6 -0.062
Si 7.84718 8.05976 13.53565 -0.2 -0.2 0.5 -0.931
O 8.68740 7.83201 12.15972 -0.2 0.2 -0.9 0.993
O 6.98359 6.75224 14.06881 0.2 0.7 -0.8 -0.208
C 6.01331 5.86707 13.46030 0.1 -0.4 0.6 1.452
C 5.82115 4.79830 14.54201 -0.2 -0.6 0.0 -1.657
C 6.58635 5.23653 12.18603 -0.2 0.0 0.1 -1.204
C 4.70229 6.60028 13.18024 -0.3 0.1 0.0 -1.169
O 6.82187 9.34424 13.24685 0.2 -0.1 0.1 0.678
C 6.28893 10.34967 14.16422 -0.6 -0.2 -0.4 1.469
C 5.87498 9.73036 15.49925 0.6 -0.5 0.1 -1.204
C 7.36007 11.41442 14.33227 0.2 0.1 0.7 -1.320
C 5.01674 10.89478 13.51318 -0.2 0.5 -0.7 -1.553
H 10.49494 5.90331 16.24402 -0.8 0.4 -0.1 0.505
H 9.37684 5.79512 14.85670 0.2 0.3 0.4 0.167
H 8.69608 6.36840 16.38530 1.0 0.0 -0.3 0.247
H 11.12653 8.10194 17.23798 -0.4 0.2 -0.4 0.396
H 9.42311 8.73435 17.27151 0.6 -0.2 -0.3 0.349
H 10.67969 9.60703 16.37052 0.0 -0.2 0.1 0.367
H 12.04246 7.46294 14.81235 -0.6 0.3 -0.3 0.476
H 11.28979 8.94794 14.09656 0.1 -0.3 0.4 0.226
H 10.84910 7.36253 13.45258 0.2 0.0 0.5 0.116
H 6.80967 4.40426 14.81369 -0.3 -0.1 -0.2 0.346
H 5.16551 3.95577 14.21712 0.5 0.6 0.1 0.369
H 5.39701 5.21989 15.45919 0.0 0.1 -0.2 0.361
H 7.61292 4.87823 12.36573 -0.4 0.0 -0.1 0.238
H 6.63696 6.03392 11.43209 0.0 -0.4 -0.2 0.004
H 5.93164 4.39279 11.84603 0.6 0.8 0.2 0.535
H 4.29240 7.03005 14.11192 0.2 -0.2 -0.4 0.254
H 3.94200 5.91436 12.74897 0.5 0.3 0.3 0.468
H 4.85590 7.42676 12.46798 0.0 -0.2 0.2 0.024
H 6.75498 9.25074 15.96740 -0.5 0.2 -0.1 0.053
H 5.10436 8.96088 15.33147 0.2 0.3 0.1 0.221
H 5.48843 10.51033 16.16924 0.1 -0.3 -0.2 0.561
H 8.23577 10.92403 14.79669 -0.3 0.4 -0.2 0.124
H 7.01587 12.23296 15.00243 0.2 -0.5 -0.5 0.428
H 7.65553 11.83367 13.36170 -0.1 0.0 0.2 0.173
H 4.32362 10.08637 13.20380 0.4 0.3 0.4 0.321
H 5.21976 11.49398 12.58826 0.0 -0.4 0.7 0.221
H 4.49560 11.54837 14.23587 0.2 -0.2 -0.4 0.439

=====

2.
102
Properties=species:S:1:pos:R:3:forces:R:3:mulliken_charge:R:1 method="wB97M-V/def2-TZVPD" total_charge=0 total_energy_ha=-6444.3980 orbital_gap_ev=7.934 mol_weight_g_mol=923.54 e_homo_ha=-0.327 lumo_energy_ev=-1.0
O -1.23199 3.58101 -3.20158 0.1 -2.2 0.8 -0.431
V -1.30272 2.03023 -2.75826 -1.9 1.6 -4.8 0.818
O -2.26859 1.32629 -3.86532 1.5 0.7 1.8 -0.614
O 3.06833 0.85778 -2.02488 -3.1 2.4 0.5 -0.515
V 1.75260 1.83145 -1.66634 5.6 0.9 -3.4 0.666
O 2.09257 3.40620 -1.96180 -0.2 -3.4 0.6 -0.473
O 0.71151 -0.77876 3.07587 -0.2 0.3 -0.8 -0.451
V 0.85074 -0.57342 1.49665 1.3 -1.3 1.1 0.712
O 0.87914 -2.01204 0.81099 -0.4 0.5 0.7 -0.786
K -0.04364 -1.57079 -2.41299 0.2 -0.3 0.0 0.659
F 0.66941 1.25687 -3.60809 -1.0 0.7 2.9 -0.813
P -0.43378 0.99118 -0.36629 -1.1 -1.2 0.8 1.853
O -1.43334 0.42917 -1.40430 0.4 -0.1 1.7 -0.059
O -0.12445 2.35407 -1.01234 -0.2 0.7 1.1 -0.608
O 0.95279 0.31070 -0.38216 1.4 0.1 -1.4 -0.373
O -0.66383 0.82077 1.16806 0.0 -0.5 -1.1 -0.578
C -1.90431 -0.01237 6.20401 0.1 -0.2 -0.3 -0.682
O -2.76266 0.17235 5.09368 -0.8 -1.1 0.7 -0.344
C -2.54895 1.27317 4.25809 0.2 -0.2 -0.1 0.145
C -3.44993 1.17038 2.99818 0.4 0.2 0.7 -0.493
N -2.92719 2.05027 1.95603 -1.6 -0.2 -0.2 -0.320
C -3.65926 1.90200 0.65021 1.0 1.1 0.8 -0.280
C -3.31025 3.14018 -0.17544 0.5 -0.1 -0.6 -0.641
O -3.40596 2.87762 -1.57309 2.4 -0.3 -0.2 0.288
C -4.63581 3.05511 -2.14267 -1.9 -0.2 -0.9 -1.033
H -2.05331 -1.03286 6.55685 -0.1 0.0 -0.1 0.255
H -2.07980 0.65486 7.04788 -0.3 0.3 -0.1 0.301
H -0.84707 0.07527 5.95367 0.2 0.1 -0.4 0.230
H -1.53288 1.13333 3.88914 0.4 0.6 -0.2 -0.255
H -2.62768 2.16847 4.87481 -0.1 0.5 -0.5 0.336
H -4.50998 1.37656 3.14619 0.0 0.0 0.4 0.464
H -3.34084 0.11806 2.73584 -0.2 -0.4 -0.3 0.043
H -1.98906 1.69952 1.82571 -0.1 0.5 -0.3 0.375
H -4.74691 1.90849 0.72141 0.0 -0.3 0.7 0.591
H -3.36016 1.01004 0.09971 0.0 -0.2 0.0 -0.242
H -2.27266 3.46161 -0.08488 0.0 -0.2 0.6 -0.134
H -3.93200 3.99467 0.09170 -0.1 0.0 0.0 0.584
H -4.67184 3.08008 -3.23179 1.0 -0.1 -0.1 0.252
H -5.04838 4.02288 -1.85755 -0.4 -0.1 0.4 0.348
H -5.24266 2.17670 -1.92307 -0.7 0.3 0.4 0.352
C 3.29439 -2.19474 -3.55487 0.2 0.5 -1.2 -0.826
O 2.43440 -2.75834 -2.60321 -1.1 -0.4 0.2 0.121
C 2.36649 -4.19498 -2.62551 0.0 -0.1 1.2 -0.843
C 1.21363 -4.72816 -1.70620 1.4 0.7 0.3 -0.517
N -0.07767 -4.64175 -2.35576 -0.2 0.1 0.1 -0.025
C -1.26929 -5.09093 -1.60190 0.1 0.1 0.8 -1.174
C -1.51435 -4.41529 -0.24160 -0.4 1.0 -0.5 -0.581
O -1.74357 -2.99554 -0.44618 -0.4 -0.8 1.5 0.260
C -2.28162 -2.33501 0.76017 0.5 0.1 -1.7 -1.149
H 3.25386 -1.11347 -3.68650 -0.6 0.3 1.2 0.144
H 2.94858 -2.46452 -4.55273 0.5 -0.9 -0.3 0.393
H 4.34615 -2.38695 -3.34280 0.1 -0.5 -0.2 0.219
H 3.32678 -4.56397 -2.26525 0.1 -0.1 0.5 0.362
H 2.33067 -4.69008 -3.59592 -0.5 0.6 -0.7 0.444
H 1.24666 -4.18748 -0.76033 -0.2 0.5 -0.1 0.074
H 1.49931 -5.73064 -1.38756 0.0 -0.5 -0.3 0.506
H 0.04043 -5.24784 -3.15501 -0.5 0.1 -0.4 0.276
H -1.30859 -6.15806 -1.38327 0.5 -0.4 0.0 0.421
H -2.15196 -4.95212 -2.22618 0.1 0.4 -0.1 0.395
H -0.77816 -4.56830 0.54752 0.8 0.1 -0.4 0.347
H -2.39387 -4.86126 0.22276 -0.5 -0.1 -0.4 0.433
H -2.36602 -1.32108 0.36913 -0.1 0.2 0.6 -0.076
H -1.62171 -2.39282 1.62578 0.3 -0.1 -0.2 0.402
H -3.27064 -2.67634 1.06584 -0.1 -0.4 -0.3 0.550
C 4.53286 2.65025 0.36049 0.7 -0.4 -0.7 -1.021
O 3.22457 2.12489 0.32251 -1.5 0.2 0.4 0.311
C 2.50053 2.25747 1.55544 1.2 -1.8 0.2 0.512
C 3.08347 1.19444 2.52116 0.2 0.8 0.4 -1.055
N 3.18956 -0.16816 1.94245 -1.9 1.3 -0.3 0.514
C 4.11264 -1.02922 2.64826 -0.5 0.2 1.3 -0.798
C 4.39234 -2.18420 1.80131 2.0 -1.4 -0.5 -0.648
O 5.02868 -1.72526 0.57975 -0.9 -1.4 0.6 -0.330
C 5.41329 -2.82186 -0.26056 1.1 1.5 -0.8 -0.718
H 4.53667 3.67263 0.73841 0.1 0.1 -0.2 0.321
H 4.94582 2.52219 -0.64009 -0.4 0.7 -0.2 0.284
H 5.24493 2.03180 0.90692 -0.3 -0.1 0.8 0.285
H 1.45665 2.00369 1.37103 0.0 0.5 -0.2 -0.742
H 2.59935 3.25042 1.99404 -0.1 0.1 -0.1 0.622
H 2.49791 1.22510 3.43999 -0.3 -0.6 -0.1 0.314
H 4.06048 1.53098 2.86799 0.4 0.0 -0.2 0.631
H 3.66178 -0.12762 1.05056 -0.3 0.7 -0.9 0.112
H 3.76397 -1.38682 3.61710 -0.5 0.1 0.0 0.331
H 5.02481 -0.47852 2.87796 0.2 0.1 -0.2 0.380
H 3.56614 -2.88986 1.71458 -0.5 0.4 -0.8 0.273
H 5.12717 -2.78899 2.33268 0.4 -0.1 0.2 0.545
H 6.07369 -2.37149 -1.00159 -0.4 0.4 -0.5 0.310
H 4.58303 -3.27622 -0.80123 -0.1 -0.2 0.5 0.064
H 6.16534 -3.49386 0.15287 -0.7 -0.5 0.9 0.361
C -0.22143 5.47007 -1.19969 1.4 -0.8 0.7 -0.306
N 0.02333 6.72758 -0.45494 -1.8 0.2 0.2 0.936
O -0.59145 6.85422 0.61822 1.3 0.3 -1.2 -0.574
O 0.72313 7.54898 -1.01029 -0.1 0.2 0.9 -0.572
H -1.14259 5.45216 -1.78214 0.2 0.4 0.2 0.268
H -0.18804 4.70786 -0.42124 -0.5 -0.1 -0.2 -0.149
H 0.69379 5.31891 -1.77207 -0.5 0.0 -0.5 0.322
C -4.05967 -0.93334 -2.21320 -0.7 0.2 0.8 0.219
N -5.25832 -1.07864 -3.07878 -0.1 2.7 -1.0 1.023
O -5.45875 -2.10837 -3.63822 -0.1 -1.7 -0.4 -0.632
O -5.95092 -0.06671 -3.24013 0.5 -0.9 0.5 -0.583
H -3.10708 -1.06672 -2.72592 -0.5 -0.1 -0.3 0.040
H -4.24649 -1.69514 -1.45633 0.5 0.1 0.2 0.140
H -4.14036 0.07991 -1.81959 0.3 -0.3 0.1 -0.290

=====

3.
95
Properties=species:S:1:pos:R:3:forces:R:3:mulliken_charge:R:1 method="wB97M-V/def2-TZVPD" total_charge=0 total_energy_ha=-7397.7526 orbital_gap_ev=9.490 mol_weight_g_mol=776.47 e_homo_ha=-0.360 smiles="C[N+](=O)[O-].C[N+](=O)[O-].C[N+](=O)[O-].C[N+](=O)[O-].C[N+](=O)[O-].C[N+](=O)[O-].BrCCBr.CCOCC.CCOCC.CCOCC" lumo_energy_ev=-0.3
C 0.31574 -5.33433 -0.84287 -0.6 -0.4 0.5 -0.665
N 0.30287 -6.52096 -1.74827 0.5 -0.1 1.0 0.948
O -0.68919 -7.21195 -1.76305 -0.6 -0.1 -0.2 -0.577
O 1.33900 -6.78416 -2.29917 0.5 -0.1 -0.6 -0.529
H 0.54652 -4.44900 -1.42046 0.1 0.0 0.0 0.190
H 1.04438 -5.54295 -0.06416 0.4 0.1 -0.3 0.296
H -0.64885 -5.31465 -0.34738 -0.1 0.3 -0.3 0.348
C -0.29997 3.52060 4.90751 1.3 -1.2 -0.2 -0.502
N -1.34667 4.45665 4.51634 -0.5 0.4 0.2 0.938
O -2.47919 4.02451 4.47605 -0.2 -0.3 -0.1 -0.482
O -1.04020 5.59633 4.26185 0.3 0.3 -0.2 -0.549
H -0.57615 2.92965 5.77511 -0.3 0.3 0.1 0.307
H 0.66267 4.00019 5.04860 -0.2 0.4 0.1 0.352
H -0.16575 2.80201 4.09491 -0.2 0.2 -0.1 -0.086
C -1.56951 3.41664 0.75070 0.7 -0.6 0.9 -0.436
N -1.45813 3.05125 -0.67501 -0.3 0.4 -0.2 1.046
O -2.39907 2.45225 -1.15255 -0.1 -0.2 0.0 -0.546
O -0.44460 3.34037 -1.26839 0.3 0.0 0.0 -0.566
H -1.28299 2.48743 1.25255 -0.2 0.0 0.1 -0.267
H -2.57987 3.69642 1.02114 -0.1 0.0 -0.2 0.347
H -0.82503 4.14872 1.04520 -0.1 0.3 -0.4 0.348
C -2.78437 -1.44994 -0.42758 0.2 0.3 -0.2 -0.722
N -2.54478 -2.39555 0.68318 0.0 -0.8 0.3 1.035
O -3.20801 -2.29351 1.69508 -0.1 0.3 -0.2 -0.621
O -1.73363 -3.28619 0.50228 0.1 0.3 -0.1 -0.507
H -1.98803 -1.57703 -1.15288 0.0 0.0 0.0 0.254
H -2.77746 -0.44054 -0.02895 -0.1 0.0 0.1 0.155
H -3.74079 -1.70270 -0.87638 -0.1 0.0 0.1 0.394
C 3.39657 -1.97499 -3.67796 -1.3 0.1 0.2 -0.296
N 3.40296 -3.46739 -3.64143 0.7 0.3 0.7 0.880
O 4.36621 -4.01870 -4.13565 -0.4 -0.1 -0.1 -0.565
O 2.49124 -4.01645 -3.04833 0.2 0.1 -0.5 -0.486
H 2.78692 -1.70039 -4.53819 0.5 0.0 -0.3 0.359
H 4.39021 -1.55350 -3.64343 0.1 -0.2 -0.3 0.291
H 2.81679 -1.62411 -2.82941 0.3 -0.3 0.2 -0.227
C -5.65627 2.13376 3.39120 0.1 0.1 -0.6 -0.503
N -5.75926 3.47856 4.00024 0.1 0.0 -0.1 0.971
O -5.67321 3.57574 5.19784 0.0 -0.1 0.6 -0.536
O -5.89262 4.40111 3.23163 -0.1 0.4 -0.3 -0.555
H -5.51577 1.38646 4.15948 0.0 0.0 0.0 0.297
H -4.82366 2.20548 2.69479 0.2 -0.2 0.2 0.009
H -6.53633 1.98966 2.76974 -0.2 -0.1 0.3 0.335
Br 3.66008 0.34970 3.75773 -0.3 -0.4 0.4 -0.129
C 2.87052 -1.05805 4.93051 0.2 1.0 0.0 -0.453
C 3.75721 -2.27385 4.99709 0.2 0.3 -0.6 -0.536
Br 4.04056 -2.98688 3.19193 -0.2 -0.3 0.4 -0.129
H 1.84936 -1.21400 4.59640 0.1 -0.3 -0.3 0.124
H 2.80379 -0.50975 5.86786 0.2 -0.4 0.2 0.418
H 3.34832 -3.06052 5.62324 -0.1 0.0 -0.1 0.370
H 4.75794 -2.01903 5.32841 0.0 0.1 0.2 0.350
C 1.07883 -1.05156 0.11626 -0.6 0.9 0.3 0.028
C 0.85008 -0.50966 1.52952 0.8 -0.9 -1.1 -0.199
O -0.51232 -0.18673 1.67513 0.2 0.0 0.4 0.136
C -0.80929 0.04216 3.03983 -0.6 0.7 -0.2 -0.075
C -2.25271 0.47160 3.13241 -1.0 0.0 0.4 -0.940
H 0.47350 -1.94455 -0.02371 0.3 -0.3 -0.1 0.140
H 0.72265 -0.30350 -0.60143 -0.2 -0.1 0.1 -0.368
H 2.14076 -1.15141 -0.10328 -0.2 -0.6 0.1 0.004
H 1.16851 -1.28960 2.23131 -0.3 -0.1 0.2 -0.020
H 1.52434 0.33048 1.71841 -0.3 0.4 0.1 0.187
H -0.65826 -0.86759 3.62967 0.2 0.0 0.0 0.367
H -0.16038 0.84419 3.41818 0.2 -0.2 0.1 -0.040
H -2.52221 0.93277 4.08706 0.3 -0.1 0.2 0.453
H -2.91250 -0.38741 3.01270 0.0 0.0 -0.1 0.423
H -2.57662 1.20907 2.39566 0.4 -0.1 -0.2 -0.158
C -0.66527 0.10836 -3.82074 1.0 -0.2 1.2 -0.543
C -1.69588 1.15060 -4.14944 -0.2 -1.0 -0.9 -0.306
O -1.84596 1.10511 -5.57414 -0.2 0.5 0.5 -0.353
C -2.70976 2.12534 -6.03374 -0.1 -0.3 -0.9 -0.221
C -3.02449 1.83649 -7.49681 -0.3 0.8 0.1 -1.254
H 0.31753 0.36047 -4.22408 -0.3 -0.1 -0.5 0.274
H -0.44782 0.04471 -2.74360 -0.5 0.3 0.0 -0.149
H -0.93073 -0.91494 -4.08324 -0.2 0.2 -0.5 0.439
H -2.65352 0.84964 -3.70847 0.0 0.4 0.2 0.278
H -1.41667 2.15240 -3.82248 0.0 0.0 0.1 0.302
H -3.64833 2.14594 -5.46964 0.1 0.0 0.2 0.293
H -2.23343 3.10941 -5.96613 0.1 0.0 0.3 0.296
H -3.59579 0.91625 -7.59320 0.3 -0.2 -0.1 0.315
H -2.11561 1.86412 -8.09538 0.0 -0.5 0.0 0.304
H -3.65072 2.63520 -7.90866 0.0 0.0 0.2 0.395
C 5.31185 -1.52732 0.17620 0.0 0.4 0.2 -1.425
C 4.50097 -0.25377 0.04683 0.0 -0.3 0.5 0.537
O 3.83196 -0.14599 -1.18186 0.0 0.2 -0.2 -0.249
C 3.03236 1.03645 -1.22207 0.1 -0.4 -0.7 -0.272
C 2.19024 0.96307 -2.48518 0.1 0.4 0.5 -0.534
H 4.67672 -2.40540 0.06209 0.0 -0.1 -0.1 0.247
H 6.17057 -1.58655 -0.49172 -0.1 0.0 -0.1 0.366
H 5.68111 -1.49806 1.20301 0.1 -0.3 0.0 0.405
H 3.74319 -0.29100 0.84239 0.1 0.2 0.1 -0.323
H 5.13566 0.62206 0.23451 0.0 0.1 -0.1 0.443
H 2.35383 1.05081 -0.36157 0.3 0.3 0.1 0.072
H 3.71755 1.88909 -1.23429 -0.3 0.2 0.2 0.542
H 2.82424 0.97880 -3.36856 0.0 -0.2 -0.1 0.458
H 1.50769 1.81150 -2.54747 0.0 0.1 0.1 0.328
H 1.57359 0.06652 -2.42739 0.3 0.1 -0.3 -0.493